{
  "formula": "C3H2BrNO4",
  "method": "ωB97M-V with the def2-TZVPD basis set",
  "homo_lumo_gap_ev": 8.521,
  "e_homo_ev": -9.698,
  "e_above_lowest_kcal_mol": 139.0,
  "elements": ["O", "Br", "C", "H", "N", "C", "O", "O", "C", "O", "H"],
  "positions_angstrom": [[-0.656, 1.371, -2.017], [-2.599, 0.639, 0.269], [-1.091, -0.489, 0.204], [0.764, -0.199, -1.811], [-1.371, -1.788, -0.315], [-0.081, 0.455, -1.634], [0.997, -0.870, 1.264], [-2.526, -2.045, -0.576], [0.013, -0.198, 1.118], [-0.425, -2.525, -0.487], [-0.144, 0.762, 1.650]],
  "mulliken_charge": [-0.2373, -0.0408, -0.0880, 0.4163, 0.9353, 0.2715, -0.4614, -0.5770, 0.0092, -0.5509, 0.3230]
}